ORCA calculation (wB97M-V/def2-TZVPD) on a molecular structure, C17H24InN4O5.

HOMO level (alpha / beta): -11.381 / -11.380 eV
2S+1: 1
HOMO-LUMO gap (alpha / beta): 7.386 / 7.385 eV
energy relative to the best compared isomer or geometry (same formula, charge and spin): 0.0 kcal per mole
total charge: +1
DFT total energy: -39381.4395 eV

Last column: Löwdin charge in e.
Positions of all 51 atoms, in Å:
1 O -4.315 3.666 0.875  -0.1293
2 H -4.718 2.806 1.295  0.0848
3 In -0.655 0.278 0.099  0.8898
4 N 0.256 1.100 -1.729  -0.0502
5 N -0.745 2.553 0.152  -0.1238
6 O 0.730 0.243 -2.837  -0.0754
7 O -0.971 3.258 1.203  -0.1048
8 C 0.037 2.377 -2.037  -0.2497
9 C -0.506 3.207 -1.009  -0.2658
10 C 0.342 2.827 -3.435  0.0095
11 C -0.788 4.650 -1.258  -0.0135
12 H 0.127 2.016 -4.173  0.1115
13 H 1.407 3.146 -3.528  0.1206
14 H -0.290 3.704 -3.658  0.0936
15 H -1.153 5.107 -0.342  0.0834
16 H -1.569 4.736 -2.026  0.0977
17 H 0.093 5.205 -1.609  0.0985
18 H 1.489 0.765 -3.163  0.1066
19 H -3.703 3.121 0.255  0.0441
20 O -0.785 1.009 2.442  -0.0979
21 H -0.057 1.017 3.094  0.0825
22 H -0.981 1.977 2.220  0.0244
23 C -2.541 -0.244 -0.448  -0.2437
24 H -3.282 0.069 0.365  0.0412
25 H -2.789 0.646 -1.123  0.0162
26 H -2.624 -1.240 -0.944  0.0170
27 O 0.338 -2.135 -4.170  -0.0683
28 H 0.342 -1.373 -3.561  -0.0167
29 H 0.589 -2.916 -3.659  0.0341
30 C 3.683 0.158 0.929  -0.0109
31 C 2.388 0.545 0.593  -0.0704
32 N 1.370 -0.325 0.729  0.0332
33 C 1.506 -1.578 1.234  -0.1173
34 C 2.792 -1.992 1.667  -0.1248
35 C 3.874 -1.098 1.484  0.0373
36 C 2.883 -3.289 2.281  0.0028
37 C 1.780 -4.118 2.423  0.0100
38 C 0.472 -3.735 1.949  -0.1228
39 C -0.694 -4.532 2.008  0.0230
40 C -1.894 -4.070 1.488  -0.0002
41 C -1.908 -2.783 0.929  -0.0819
42 N -0.837 -1.981 0.875  0.0442
43 C 0.347 -2.440 1.352  -0.1249
44 H 4.489 0.861 0.751  0.1222
45 H 2.123 1.528 0.200  0.1223
46 H 4.867 -1.417 1.792  0.1323
47 H 3.865 -3.615 2.651  0.1273
48 H 1.864 -5.109 2.897  0.1296
49 H -0.618 -5.519 2.459  0.1286
50 H -2.807 -4.678 1.506  0.1284
51 H -2.823 -2.387 0.511  0.0958

***

ORCA calculation (wB97M-V/def2-TZVPD) on a molecular structure, C18H50ClN7O6P3S2.

HOMO level: -5.105 eV
2S+1: 1
HOMO-LUMO gap: 6.880 eV
total charge: -1
DFT total energy: -104250.3387 eV

Last column: Löwdin charge in e.
Positions of all 87 atoms, in Å:
1 C -6.488 0.001 1.325  -0.2085
2 C -5.136 0.511 0.778  -0.4520
3 P -5.516 1.912 -0.396  0.8526
4 C -5.105 3.458 0.548  -0.3329
5 S -4.130 1.776 -2.041  0.2871
6 O -4.606 0.679 -2.848  -0.3878
7 O -4.232 3.077 -2.671  -0.4052
8 N -2.706 1.524 -1.294  -0.3881
9 S -1.475 1.170 -2.329  0.4829
10 O -1.430 2.041 -3.483  -0.3487
11 O -1.548 -0.212 -2.744  -0.3744
12 C -0.061 1.489 -1.262  -0.2967
13 C 1.146 0.573 -1.455  -0.7278
14 C 2.200 1.038 -0.415  -0.1507
15 Cl 0.822 -1.152 -1.086  0.6588
16 H -7.214 -0.190 0.531  0.0510
17 H -6.352 -0.921 1.899  0.0585
18 H -6.913 0.790 1.954  0.0541
19 H -4.562 -0.277 0.286  0.0697
20 H -4.551 0.852 1.639  0.0607
21 H -5.622 4.317 0.115  0.0245
22 H -4.032 3.683 0.528  0.0020
23 H -5.440 3.384 1.589  0.0275
24 H 0.263 2.509 -1.481  0.0957
25 H -0.323 1.461 -0.202  0.0921
26 H 1.616 0.711 -2.427  0.1081
27 H 1.905 0.590 0.540  0.0545
28 H 2.148 2.120 -0.260  0.0560
29 H 3.202 0.688 -0.664  0.0711
30 O 0.938 4.241 0.703  -0.2993
31 P -0.054 4.783 1.709  0.7334
32 N 0.069 6.451 1.288  -0.3470
33 C 0.863 7.429 1.994  -0.1344
34 C -0.157 6.763 -0.120  -0.1260
35 N 0.841 4.375 3.118  -0.3196
36 C 1.160 5.261 4.218  -0.1510
37 C 1.884 3.365 2.977  -0.1354
38 N -1.435 5.112 2.742  -0.2645
39 C -2.075 3.847 3.193  -0.1252
40 C -2.521 5.952 2.208  -0.1241
41 H 0.546 7.517 3.036  0.0604
42 H 0.712 8.427 1.578  0.0738
43 H 1.938 7.205 1.957  0.0822
44 H -1.195 6.545 -0.395  0.0741
45 H 0.494 6.190 -0.787  0.0715
46 H 0.004 7.820 -0.330  0.0732
47 H 2.023 5.900 3.993  0.0726
48 H 1.407 4.680 5.112  0.0745
49 H 0.316 5.886 4.504  0.0681
50 H 2.801 3.784 2.546  0.0855
51 H 1.550 2.545 2.347  0.0599
52 H 2.129 2.930 3.950  0.0765
53 H -2.530 3.304 2.359  0.0701
54 H -2.845 4.056 3.936  0.0790
55 H -1.348 3.188 3.665  0.0723
56 H -2.890 5.590 1.245  0.0728
57 H -2.204 6.986 2.097  0.0747
58 H -3.357 5.968 2.910  0.0810
59 O 3.212 -4.645 -1.018  -0.2940
60 P 2.827 -6.093 -1.204  0.7016
61 N 4.104 -6.582 -2.253  -0.3455
62 C 3.990 -6.724 -3.689  -0.1286
63 C 5.452 -6.289 -1.786  -0.1396
64 N 1.339 -5.835 -2.007  -0.3215
65 C 0.906 -6.481 -3.230  -0.1465
66 C 0.737 -4.503 -1.910  -0.1515
67 N 2.335 -7.761 -0.942  -0.2777
68 C 1.329 -7.852 0.146  -0.1363
69 C 3.376 -8.754 -0.629  -0.1385
70 H 3.229 -7.461 -3.952  0.0611
71 H 4.912 -7.118 -4.118  0.0734
72 H 3.764 -5.772 -4.187  0.0861
73 H 5.676 -6.875 -0.885  0.0655
74 H 5.592 -5.231 -1.542  0.0702
75 H 6.205 -6.560 -2.526  0.0728
76 H 1.337 -6.005 -4.118  0.0757
77 H -0.182 -6.421 -3.324  0.0783
78 H 1.139 -7.545 -3.242  0.0662
79 H 1.200 -3.797 -2.606  0.0731
80 H 0.824 -4.107 -0.903  0.0481
81 H -0.332 -4.548 -2.132  0.0853
82 H 1.756 -7.579 1.117  0.0797
83 H 0.931 -8.866 0.212  0.0763
84 H 0.485 -7.192 -0.047  0.0737
85 H 4.004 -8.445 0.212  0.0792
86 H 4.010 -8.947 -1.490  0.0738
87 H 2.914 -9.710 -0.376  0.0763

***

ORCA calculation (wB97M-V/def2-TZVPD) on 2 unconnected molecules or ions with the total composition C2H8N3.

HOMO level (alpha / beta): -14.022 / -14.712 eV
2S+1: 1
HOMO-LUMO gap (alpha / beta): 6.922 / 8.658 eV
energy relative to the best compared isomer or geometry (same formula, charge and spin): 176.0 kcal per mole
total charge: +1
DFT total energy: -6660.9968 eV

Last column: Löwdin charge in e.
Positions of all 13 atoms, in Å:
1 C 0.289 0.809 -1.539  -0.0473
2 C -0.754 0.763 1.852  0.3306
3 N 0.123 -1.933 0.868  0.1606
4 N 0.394 -0.502 -1.034  -0.0391
5 N 0.128 -0.933 0.144  -0.1082
6 H 1.151 0.951 -2.163  0.0975
7 H -0.582 0.977 -2.146  0.0940
8 H 0.225 1.597 -0.769  0.0926
9 H -0.534 1.728 1.458  0.0227
10 H -0.039 -0.050 2.226  0.0576
11 H -1.810 0.543 2.128  0.0680
12 H 0.440 -2.816 0.641  0.0657
13 H 0.970 -1.134 -1.666  0.2053

***

ORCA calculation (wB97M-V/def2-TZVPD) on a molecular structure, C17H29NO2SSi2TbTe.

HOMO level (alpha / beta): -10.004 / -10.026 eV
2S+1: 7
HOMO-LUMO gap (alpha / beta): 6.058 / 6.243 eV
energy relative to the best compared isomer or geometry (same formula, charge and spin): 16.1 kcal per mole
total charge: +1
DFT total energy: -79998.5170 eV
⟨S²⟩: 12.689

Last column: Löwdin charge in e.
Positions of all 54 atoms, in Å:
1 Tb -1.573 -0.119 0.042  1.3699
2 O -2.074 -0.523 2.221  -0.1751
3 C -3.275 -0.101 1.882  -0.6542
4 O -3.383 0.941 1.200  -0.0760
5 C -4.454 -1.071 1.998  -0.1352
6 C -5.282 -1.102 3.149  -0.0333
7 C -6.112 -2.180 3.392  -0.0855
8 C -6.240 -3.132 2.395  -0.0738
9 C -5.546 -3.047 1.175  -0.1231
10 C -4.590 -2.089 0.934  -0.5933
11 S -3.355 -2.279 -0.345  0.5102
12 H -5.256 -0.205 3.791  0.1262
13 H -6.689 -2.318 4.300  0.1091
14 H -6.848 -4.007 2.591  0.1072
15 H -5.743 -3.870 0.514  0.1011
16 C 2.906 -2.978 -1.797  -0.1808
17 Si 1.724 -2.770 -0.377  0.4320
18 C 0.272 -1.890 -1.224  -0.3342
19 C 1.068 -4.430 0.449  -0.1395
20 C 2.611 -1.753 0.973  -0.5592
21 Te 1.635 0.175 0.876  1.1963
22 C 3.031 0.990 -0.681  -0.4579
23 Si 3.246 2.871 -0.729  0.3921
24 C 2.191 3.313 -2.180  -0.1808
25 C 2.606 3.677 0.846  -0.2150
26 C 4.874 3.680 -0.945  -0.1757
27 H 2.770 -2.225 -2.540  0.0206
28 H 2.846 -3.982 -2.281  0.0580
29 H 3.910 -2.995 -1.357  0.0366
30 H 0.164 -2.649 -2.056  0.0839
31 H 0.417 -0.882 -1.685  0.0117
32 H -0.603 -2.021 -0.570  -0.0907
33 H 0.038 -4.653 0.038  0.0506
34 H 0.830 -4.272 1.483  0.0138
35 H 1.641 -5.322 0.343  0.0171
36 H 3.758 -1.726 0.883  0.0532
37 H 2.478 -2.189 2.014  0.0316
38 H 2.433 0.537 -1.502  -0.0104
39 H 3.950 0.480 -0.467  0.0006
40 H 2.471 2.695 -3.016  0.0334
41 H 2.282 4.338 -2.598  0.0573
42 H 1.133 3.218 -1.911  -0.0009
43 H 2.624 4.745 0.744  0.0180
44 H 3.135 3.428 1.808  0.0581
45 H 1.501 3.454 1.043  0.0300
46 H 4.754 4.725 -0.836  0.0264
47 H 5.334 3.531 -1.917  0.0398
48 H 5.656 3.423 -0.213  0.0523
49 C -1.551 4.247 -1.738  -0.0180
50 C -1.649 2.888 -1.308  -0.1205
51 N -1.539 1.724 -1.108  0.0148
52 H -1.357 4.190 -2.854  0.1387
53 H -0.647 4.713 -1.295  0.1089
54 H -2.520 4.801 -1.554  0.1335

***

ORCA calculation (wB97M-V/def2-TZVPD) on a molecular structure, C34H57MnN3O2SSi.

HOMO level (alpha / beta): -7.762 / -7.967 eV
2S+1: 6
HOMO-LUMO gap (alpha / beta): 8.123 / 8.128 eV
DFT total energy: -94782.4521 eV
⟨S²⟩: 8.757

Last column: Löwdin charge in e.
Positions of all 99 atoms, in Å:
1 O 0.451 2.755 -0.363  -0.3324
2 O 2.557 -1.050 -5.859  -0.1564
3 C -0.714 3.129 -1.143  -0.2412
4 C -0.829 4.629 -1.215  -0.0571
5 H -1.567 2.678 -0.608  0.0985
6 H -0.650 2.671 -2.151  0.1116
7 H -1.027 5.103 -0.256  0.0798
8 H -1.641 4.883 -1.875  0.0742
9 H 0.048 5.092 -1.683  0.0779
10 C 1.698 2.673 -1.125  -0.2596
11 C 1.685 2.705 -2.643  -0.0826
12 H 2.149 1.742 -0.753  0.0991
13 H 2.310 3.497 -0.723  0.1110
14 H 1.198 1.821 -3.089  0.0790
15 H 2.731 2.714 -3.001  0.0840
16 H 1.221 3.626 -3.024  0.0753
17 C 3.082 -1.338 -4.549  -0.2780
18 C 1.157 -1.354 -5.966  -0.2853
19 C 4.153 -0.346 -4.115  -0.0714
20 H 3.512 -2.357 -4.540  0.1186
21 H 2.280 -1.340 -3.765  0.1019
22 H 4.882 -0.190 -4.919  0.0803
23 H 4.677 -0.743 -3.234  0.0766
24 H 3.710 0.616 -3.843  0.0513
25 C 0.571 -0.764 -7.233  -0.0819
26 H 0.608 -0.916 -5.104  0.0979
27 H 1.004 -2.450 -5.982  0.1229
28 H 0.486 0.327 -7.150  0.0766
29 H -0.458 -1.123 -7.345  0.0742
30 H 1.119 -1.028 -8.135  0.0750
31 H -0.771 -1.224 -1.539  -0.0043
32 N -1.651 0.750 2.316  -0.0232
33 C -2.157 -0.301 2.969  -0.3343
34 C -1.480 -1.521 3.078  -0.0475
35 C -0.134 -1.772 2.790  -0.3350
36 C -3.547 -0.152 3.545  -0.0027
37 H -4.271 0.163 2.776  0.0806
38 H -3.555 0.604 4.350  0.0998
39 H -3.891 -1.100 3.968  0.0816
40 C 0.374 -3.193 2.945  -0.0134
41 H 0.825 -3.364 3.936  0.0895
42 H 1.144 -3.432 2.200  0.0804
43 H -0.441 -3.916 2.824  0.0822
44 N 0.745 -0.817 2.454  -0.0031
45 C -2.374 1.981 2.255  -0.2353
46 C -3.345 2.198 1.251  -0.2469
47 C -3.876 1.117 0.358  -0.0502
48 C -3.817 3.494 1.065  -0.0646
49 H -4.504 3.689 0.240  0.1167
50 C -3.414 4.528 1.906  -0.0841
51 H -3.774 5.540 1.724  0.1035
52 C -2.565 4.273 2.976  -0.0435
53 H -2.258 5.073 3.652  0.1195
54 C -2.082 2.990 3.197  -0.2255
55 C -1.205 2.732 4.381  -0.0529
56 C 2.137 -1.099 2.670  -0.2272
57 C 2.945 -1.475 1.575  -0.2319
58 C 2.382 -1.651 0.198  -0.0462
59 C 4.284 -1.777 1.802  -0.0557
60 H 4.910 -2.028 0.943  0.1077
61 C 4.823 -1.752 3.087  -0.0726
62 H 5.876 -1.981 3.244  0.1010
63 C 4.004 -1.453 4.179  -0.0428
64 H 4.404 -1.445 5.194  0.1125
65 C 2.656 -1.148 3.986  -0.2350
66 C 1.777 -0.897 5.175  -0.0485
67 Mn 0.275 1.086 1.595  0.8173
68 H -3.701 1.377 -0.696  0.0819
69 H -4.971 1.023 0.461  0.0934
70 H -3.435 0.133 0.542  0.0493
71 H -1.183 1.677 4.680  0.0762
72 H -1.562 3.312 5.245  0.0896
73 H -0.174 3.057 4.178  0.0299
74 H 3.198 -1.636 -0.533  0.0733
75 H 1.677 -0.859 -0.086  0.0490
76 H 1.863 -2.614 0.075  0.0820
77 H 1.264 0.071 5.105  0.0686
78 H 2.397 -0.866 6.081  0.0827
79 H 1.014 -1.680 5.308  0.0725
80 H -2.064 -2.356 3.462  0.1044
81 C -0.905 -1.466 -2.568  -0.1854
82 Si -1.962 -2.967 -2.219  0.5144
83 H -1.391 -0.690 -3.171  0.0372
84 H 0.031 -1.695 -3.079  -0.0074
85 C -3.533 -2.756 -3.230  -0.1892
86 C -2.351 -2.769 -0.364  -0.1757
87 C -0.580 -4.280 -2.262  -0.1772
88 H 0.350 -3.875 -2.699  0.0208
89 H -0.799 -5.199 -2.814  0.0172
90 H -0.328 -4.578 -1.232  0.0238
91 H -4.044 -1.861 -2.843  0.0341
92 H -4.257 -3.578 -3.163  0.0243
93 H -3.338 -2.571 -4.295  0.0288
94 H -2.599 -1.744 -0.118  -0.0007
95 H -1.499 -3.043 0.269  0.0216
96 H -3.186 -3.374 -0.017  0.0307
97 S 1.594 2.998 2.212  0.6139
98 C 2.487 2.406 3.491  -0.8346
99 N 3.137 2.024 4.403  0.0647

***

ORCA calculation (wB97M-V/def2-TZVPD) on 2 unconnected molecules or ions with the total composition C3H9FN2.

HOMO level: -7.477 eV
2S+1: 1
HOMO-LUMO gap: 8.526 eV
energy relative to the best compared isomer or geometry (same formula, charge and spin): 93.3 kcal per mole
DFT total energy: -8950.4528 eV

Last column: Löwdin charge in e.
Positions of all 15 atoms, in Å:
1 C -1.067 0.763 1.732  -0.1250
2 C -0.790 -0.419 0.756  -0.2683
3 C -0.472 0.009 -0.645  -0.2252
4 N 1.590 -1.336 -2.010  -0.1403
5 N 1.597 -0.262 -1.179  -0.0998
6 F -0.890 -0.857 -1.568  -0.0398
7 H -1.449 0.286 2.740  0.1109
8 H -1.898 1.457 1.314  0.0977
9 H -0.179 1.287 1.718  0.0269
10 H 0.001 -1.041 1.271  0.1098
11 H -1.720 -1.081 0.834  0.1230
12 H -0.572 1.092 -1.004  0.1388
13 H 0.947 -0.985 -2.788  0.1025
14 H 1.335 -2.281 -1.580  0.1042
15 H 1.892 -0.727 -0.228  0.0847

***

Repeat the first record exactly.
ORCA calculation (wB97M-V/def2-TZVPD) on a molecular structure, C17H24InN4O5.

HOMO level (alpha / beta): -11.381 / -11.380 eV
2S+1: 1
HOMO-LUMO gap (alpha / beta): 7.386 / 7.385 eV
energy relative to the best compared isomer or geometry (same formula, charge and spin): 0.0 kcal per mole
total charge: +1
DFT total energy: -39381.4395 eV

Last column: Löwdin charge in e.
Positions of all 51 atoms, in Å:
1 O -4.315 3.666 0.875  -0.1293
2 H -4.718 2.806 1.295  0.0848
3 In -0.655 0.278 0.099  0.8898
4 N 0.256 1.100 -1.729  -0.0502
5 N -0.745 2.553 0.152  -0.1238
6 O 0.730 0.243 -2.837  -0.0754
7 O -0.971 3.258 1.203  -0.1048
8 C 0.037 2.377 -2.037  -0.2497
9 C -0.506 3.207 -1.009  -0.2658
10 C 0.342 2.827 -3.435  0.0095
11 C -0.788 4.650 -1.258  -0.0135
12 H 0.127 2.016 -4.173  0.1115
13 H 1.407 3.146 -3.528  0.1206
14 H -0.290 3.704 -3.658  0.0936
15 H -1.153 5.107 -0.342  0.0834
16 H -1.569 4.736 -2.026  0.0977
17 H 0.093 5.205 -1.609  0.0985
18 H 1.489 0.765 -3.163  0.1066
19 H -3.703 3.121 0.255  0.0441
20 O -0.785 1.009 2.442  -0.0979
21 H -0.057 1.017 3.094  0.0825
22 H -0.981 1.977 2.220  0.0244
23 C -2.541 -0.244 -0.448  -0.2437
24 H -3.282 0.069 0.365  0.0412
25 H -2.789 0.646 -1.123  0.0162
26 H -2.624 -1.240 -0.944  0.0170
27 O 0.338 -2.135 -4.170  -0.0683
28 H 0.342 -1.373 -3.561  -0.0167
29 H 0.589 -2.916 -3.659  0.0341
30 C 3.683 0.158 0.929  -0.0109
31 C 2.388 0.545 0.593  -0.0704
32 N 1.370 -0.325 0.729  0.0332
33 C 1.506 -1.578 1.234  -0.1173
34 C 2.792 -1.992 1.667  -0.1248
35 C 3.874 -1.098 1.484  0.0373
36 C 2.883 -3.289 2.281  0.0028
37 C 1.780 -4.118 2.423  0.0100
38 C 0.472 -3.735 1.949  -0.1228
39 C -0.694 -4.532 2.008  0.0230
40 C -1.894 -4.070 1.488  -0.0002
41 C -1.908 -2.783 0.929  -0.0819
42 N -0.837 -1.981 0.875  0.0442
43 C 0.347 -2.440 1.352  -0.1249
44 H 4.489 0.861 0.751  0.1222
45 H 2.123 1.528 0.200  0.1223
46 H 4.867 -1.417 1.792  0.1323
47 H 3.865 -3.615 2.651  0.1273
48 H 1.864 -5.109 2.897  0.1296
49 H -0.618 -5.519 2.459  0.1286
50 H -2.807 -4.678 1.506  0.1284
51 H -2.823 -2.387 0.511  0.0958